Record 1
A gas-phase ion, C8H16IN3P (charge +1). Source: OMol25; level of theory: ωB97M-V/def2-TZVPD.

DFT total energy   -1117.305576 Ha
Frontier orbital gap   7.99 eV
F_max   0.07940 Eh/bohr
Energy relative to the best compared isomer or geometry (same formula, charge and spin)   56.9 kJ/mol
E_HOMO   -12.59 eV

Geometry as ORCA input:
```
! wB97M-V def2-TZVPD RIJCOSX def2/J DEFGRID3
* xyz 1 1
C 0.230 1.510 -1.653
C 3.117 1.027 2.648
C 0.219 -1.377 0.102
C 0.390 1.063 2.393
C -1.355 0.484 0.876
C 1.028 -2.234 -0.821
C -2.699 -0.265 1.039
C -0.819 -0.420 -2.645
N -0.511 -0.336 -0.169
N -0.807 1.015 2.005
N -0.461 0.349 -1.428
P 1.959 0.695 1.514
I 2.006 1.214 -2.733
H 0.457 2.119 -0.745
H -0.440 2.230 -2.147
H 2.817 1.332 3.651
H 4.154 1.161 2.268
H -0.118 -1.880 1.130
H 0.337 1.644 3.288
H -1.634 1.427 0.290
H 0.502 -2.800 -1.523
H 1.591 -3.072 -0.273
H 1.756 -1.677 -1.416
H -2.677 -1.108 1.652
H -3.139 -0.565 0.080
H -3.124 0.426 1.692
H 0.122 -0.721 -3.100
H -1.395 0.100 -3.495
H -1.506 -1.342 -2.478
*
```

=====

Record 2
A molecular structure, C8H16MnS4Se3Te. Source: OMol25; level of theory: ωB97M-V/def2-TZVPD.

DFT total energy   -10529.931206 Ha
Frontier orbital gap (spin up / spin down)   6.34 / 6.00 eV
F_max   0.07968 Eh/bohr
E_HOMO (spin up / spin down)   -14.39 / -14.60 eV
⟨S²⟩   3.9406

Geometry as ORCA input:
```
! wB97M-V def2-TZVPD RIJCOSX def2/J DEFGRID3
* xyz 2 4
Mn -1.348 -0.601 -0.003
C 1.478 -0.197 -1.919
C 0.390 0.300 -2.859
S -1.302 0.522 -2.142
C -1.159 2.307 -1.828
C -0.193 2.586 -0.663
S -0.695 1.622 0.777
C 0.730 1.208 1.806
C 0.263 0.215 2.821
S -0.566 -1.261 2.106
C 0.864 -2.200 1.559
C 1.801 -1.744 0.380
S 0.675 -1.522 -0.968
H 1.983 0.581 -1.313
H 2.343 -0.691 -2.471
H 0.201 -0.409 -3.682
H 0.665 1.252 -3.366
H -2.085 2.652 -1.646
H -0.771 2.730 -2.792
H -0.305 3.612 -0.384
H 0.857 2.270 -0.902
H 1.090 2.092 2.397
H 1.578 1.032 1.157
H -0.558 0.718 3.336
H 0.979 -0.017 3.654
H 0.489 -3.187 1.297
H 1.550 -2.415 2.463
H 2.669 -2.511 0.274
H 2.305 -0.785 0.667
Se -3.636 -0.003 0.322
Se -4.141 -1.510 2.015
Te -4.129 -3.563 0.582
Se -2.023 -3.082 -0.674
*
```

=====

Record 3
2 unconnected molecules or ions with the total composition C8H16N2. Source: OMol25; level of theory: ωB97M-V/def2-TZVPD.

DFT total energy   -423.905599 Ha
Frontier orbital gap   9.38 eV
F_max   0.04334 Eh/bohr
Energy relative to the best compared isomer or geometry (same formula, charge and spin)   89.3 kJ/mol
E_HOMO   -8.57 eV

Geometry as ORCA input:
```
! wB97M-V def2-TZVPD RIJCOSX def2/J DEFGRID3
* xyz 0 1
C -3.521 1.011 1.949
C -0.565 -0.938 2.620
C -2.377 0.013 2.017
C -2.580 -1.322 1.813
N -1.174 0.243 2.604
N -1.415 -1.926 2.226
H 0.434 -1.011 3.012
H -1.010 -2.811 1.981
H -3.383 -1.775 1.258
H -3.367 1.697 2.788
H -4.472 0.516 2.095
H -3.396 1.655 1.079
C 2.364 0.697 -3.173
C 1.519 0.978 -1.931
C 3.638 1.565 -3.175
C 2.771 -0.790 -3.199
H 1.688 0.885 -4.007
H 0.536 0.515 -1.992
H 1.333 2.061 -1.903
H 4.544 0.971 -3.063
H 3.744 2.040 -4.150
H 3.674 2.316 -2.387
H 2.824 -1.262 -2.215
H 2.215 -1.528 -3.792
H 3.763 -0.913 -3.648
H 2.057 0.826 -0.996
*
```

=====

Record 4
2 unconnected molecules or ions with the total composition C8H16N2O. Source: OMol25; level of theory: ωB97M-V/def2-TZVPD.

DFT total energy   -498.361599 Ha
Frontier orbital gap (spin up / spin down)   8.91 / 8.91 eV
F_max   0.12519 Eh/bohr
Energy relative to the best compared isomer or geometry (same formula, charge and spin)   456.5 kJ/mol
E_HOMO (spin up / spin down)   -18.80 / -18.80 eV

Geometry as ORCA input:
```
! wB97M-V def2-TZVPD RIJCOSX def2/J DEFGRID3
* xyz 2 1
C -0.590 -1.414 -0.523
C -0.088 2.544 -0.826
C 0.855 -1.497 -0.461
C 1.068 0.873 0.383
C 1.681 -0.273 -0.367
C -1.284 0.792 0.049
C 2.997 -0.697 0.258
C -2.957 -0.877 -0.187
N -1.571 -0.596 -0.231
N -0.106 1.450 -0.208
O -1.505 0.554 1.986
H -0.948 -2.381 -0.811
H -1.093 2.945 -1.010
H 0.781 2.998 -1.253
H 0.957 -2.329 0.335
H 1.239 -2.099 -1.302
H 0.641 0.568 1.349
H 1.852 1.644 0.567
H 1.984 0.242 -1.341
H -2.120 1.450 -0.142
H 3.654 0.145 0.184
H 3.260 -1.597 -0.126
H 2.891 -0.904 1.387
H -3.444 -0.078 0.413
H -3.164 -1.801 0.454
H -3.350 -1.098 -1.121
H -1.638 1.437 2.543
*
```

=====

Record 5
2 unconnected molecules or ions with the total composition C8H16N2O3. Source: OMol25; level of theory: ωB97M-V/def2-TZVPD.

DFT total energy   -649.274963 Ha
Frontier orbital gap (spin up / spin down)   7.26 / 5.27 eV
F_max   0.16829 Eh/bohr
Energy relative to the best compared isomer or geometry (same formula, charge and spin)   190.6 kJ/mol
E_HOMO (spin up / spin down)   -6.90 / -8.93 eV
⟨S²⟩   2.0087

Geometry as ORCA input:
```
! wB97M-V def2-TZVPD RIJCOSX def2/J DEFGRID3
* xyz 0 3
C -4.115 -0.137 -0.282
C -0.541 2.521 0.040
C 3.628 -2.096 -0.310
C -2.778 -0.553 0.356
C -1.245 1.280 -0.242
C 2.246 -1.482 -0.676
C -1.998 0.546 0.586
C 1.900 -0.244 0.005
N 1.174 0.002 1.035
N 2.514 1.021 -0.500
O 2.787 1.943 0.251
O 0.710 -1.166 1.651
O 2.637 1.088 -1.715
H -4.857 -0.798 -0.324
H -4.438 0.678 0.350
H -3.941 0.232 -1.417
H 0.186 2.717 -0.663
H -0.034 2.452 1.047
H -1.222 3.399 -0.015
H 4.088 -2.548 -1.133
H 3.557 -2.899 0.518
H 4.252 -1.175 0.086
H -3.051 -1.136 1.261
H -2.189 -1.222 -0.316
H -1.073 0.883 -1.244
H 0.167 -0.787 2.396
H 1.414 -2.234 -0.554
H 2.210 -1.327 -1.803
H -1.988 1.045 1.614
*
```

=====

Record 6
2 unconnected molecules or ions with the total composition C8H16N2O3Si. Source: OMol25; level of theory: ωB97M-V/def2-TZVPD.

DFT total energy   -939.074317 Ha
Frontier orbital gap   9.39 eV
F_max   0.02422 Eh/bohr
Energy relative to the best compared isomer or geometry (same formula, charge and spin)   0.0 kJ/mol
E_HOMO   -8.83 eV

Geometry as ORCA input:
```
! wB97M-V def2-TZVPD RIJCOSX def2/J DEFGRID3
* xyz 0 1
C -1.676 -0.951 -1.484
C 1.120 -1.405 -3.342
C -1.089 -2.048 0.558
C 1.025 2.391 0.851
C -0.448 0.554 2.988
C -2.159 2.227 0.987
C 1.276 -1.783 -1.916
C -1.022 -0.963 -0.215
N -2.208 -0.930 -2.498
N 1.918 -1.014 -1.111
O 2.051 -1.504 0.205
O 2.423 0.087 -1.315
O -0.357 0.163 0.087
Si -0.498 1.330 1.244
H 0.355 -2.013 -3.811
H 2.063 -1.545 -3.875
H 0.854 -0.353 -3.424
H 2.474 -0.794 0.712
H -1.614 -2.926 0.227
H -0.601 -2.073 1.515
H 0.731 3.375 0.503
H 1.655 2.536 1.724
H 1.628 1.937 0.070
H -1.294 -0.107 3.152
H 0.457 -0.028 3.143
H -0.477 1.315 3.761
H -2.134 3.237 1.384
H -2.406 2.301 -0.071
H -2.982 1.709 1.473
H 0.935 -2.723 -1.522
*
```